(1)
This record from OMol25 describes 2 unconnected molecules or ions with the total composition C4H13NO. The level of theory is ωB97M-V/def2-TZVPD.

## Properties
Lowest unoccupied orbital energy: 0.811 eV
Structure (SMILES): CCCNC.O

```
! RIJCOSX wB97M-V def2-TZVPD def2/J DEFGRID3
* xyz 0 1
H -2.291 2.261 -3.290
H 1.529 -0.851 1.328
C 2.146 0.834 -0.538
H 2.958 0.882 0.189
C 0.810 -0.033 1.335
H 2.381 -0.008 -1.210
H -0.667 -0.929 2.607
N 0.848 0.784 0.108
H 0.105 0.590 -0.541
H -0.407 -2.604 0.838
H -0.984 -1.406 -0.404
H 2.199 1.732 -1.140
H -1.286 0.242 1.495
H -2.008 -2.030 0.931
C -0.577 -0.583 1.568
C -1.000 -1.723 0.642
H 1.073 0.679 2.108
O -2.251 1.454 -2.761
H -2.579 0.710 -3.268
*
```

Table of natural (NBO) atomic charges, one value per atom, all in e: number 1, H, carries 0.4762; number 2, H, carries 0.1629; number 3, C, carries -0.4089; number 4, H, carries 0.1908; number 5, C, carries -0.2144; number 6, H, carries 0.1620; number 7, H, carries 0.2016; number 8, N, carries -0.6407; number 9, H, carries 0.3619; number 10, H, carries 0.2023; number 11, H, carries 0.2007; number 12, H, carries 0.1937; number 13, H, carries 0.2024; number 14, H, carries 0.2095; number 15, C, carries -0.4041; number 16, C, carries -0.6084; number 17, H, carries 0.1880; number 18, O, carries -0.9488; number 19, H, carries 0.4735

---

(2)
This record from OMol25 describes a single CH3ClOS2 molecule. The level of theory is ωB97M-V/def2-TZVPD.

## Properties
Lowest unoccupied orbital energy: -1.255 eV

```
! RIJCOSX wB97M-V def2-TZVPD def2/J DEFGRID3
* xyz 0 1
Cl -4.192 -0.524 -0.730
O -1.905 -1.019 1.478
H -0.301 -0.169 1.180
H 0.847 0.102 -0.259
S -1.326 1.365 -0.359
H 0.594 1.459 0.897
C 0.197 0.569 0.441
S -2.820 0.286 0.709
*
```

Table of natural (NBO) atomic charges, one value per atom, all in e: number 1, Cl, carries -0.1961; number 2, O, carries -0.8124; number 3, H, carries 0.3057; number 4, H, carries 0.2260; number 5, S, carries 0.0656; number 6, H, carries 0.2212; number 7, C, carries -0.7027; number 8, S, carries 0.8928

---

(3)
This record from OMol25 describes 5 unconnected molecules or ions with the total composition C39H83Br2N3O12P3. The level of theory is ωB97M-V/def2-TZVPD.

## Properties
Lowest unoccupied orbital energy: -2.588 eV

```
! RIJCOSX wB97M-V def2-TZVPD def2/J DEFGRID3
* xyz 1 1
C -1.659 4.630 5.421
H 6.531 -3.256 -4.978
H 8.721 -0.561 -12.030
H 3.628 2.196 5.001
H 0.197 -1.067 3.033
C -1.807 -0.977 2.246
P -0.066 5.142 1.931
H 6.676 -0.231 -4.500
Br -0.367 3.843 6.626
C 2.697 -1.045 -6.066
H -1.783 -1.046 -0.340
H 4.018 0.087 4.390
H -2.144 1.561 2.716
H -1.466 5.093 1.767
H 3.026 -0.575 3.058
H -0.935 -0.163 4.057
H 3.663 -0.841 -5.601
H 0.714 0.751 -10.257
O 3.926 2.162 2.856
H 0.817 4.324 3.978
H -7.885 0.524 2.406
C -7.954 -0.516 6.171
C 6.628 -1.258 -4.142
C 2.042 -2.247 -5.353
H 0.567 -0.386 -1.792
H -1.722 6.327 4.075
C 6.069 2.035 -11.097
C 1.364 2.791 2.437
H -8.255 -3.601 7.128
O -6.934 -2.420 5.177
C 2.931 -1.249 -7.574
H 2.195 -1.623 -2.809
C -1.310 6.071 5.050
H 7.202 -3.126 -2.492
O 9.565 1.730 -11.306
H -2.175 -2.999 1.652
H 5.852 1.378 -11.941
C 0.853 -1.892 -4.432
H -8.781 0.641 3.905
P 3.152 3.440 2.198
C -0.129 0.943 2.373
H 0.545 -0.862 -4.626
O -0.031 0.738 0.974
H -0.767 -1.332 -2.484
H 2.172 1.353 -11.073
H 4.735 2.472 3.284
H -0.242 6.271 5.053
C -10.836 -5.969 8.871
C 8.418 1.383 -11.254
H -9.912 -6.426 8.529
H -5.891 1.551 3.448
C -10.799 -4.460 8.953
H -2.479 4.246 3.471
O 2.544 0.220 -9.426
H -11.070 -6.351 9.861
H 1.307 -3.129 -2.737
P 1.678 0.839 4.478
H 1.684 -2.937 -6.119
H 1.603 1.506 7.164
O 4.213 -2.090 -1.725
H -8.732 -5.277 5.373
H 1.176 0.004 -7.905
H -6.737 1.712 4.988
C 1.211 -2.064 -2.957
C 0.045 -2.127 -0.660
C -6.872 1.682 3.906
H 1.692 -0.361 -11.222
H 1.069 2.808 1.384
C -0.624 -0.350 3.031
C 1.738 0.504 -10.551
H 5.818 -4.197 -2.752
N -0.803 2.942 3.657
H 5.611 2.998 -11.319
H -1.288 2.633 1.619
C 1.879 -0.608 -8.481
H -11.641 -6.254 8.192
O -9.986 -3.768 8.125
N 0.580 6.504 2.297
H -10.020 -4.067 5.459
H -0.466 -2.622 1.779
C 0.369 3.768 3.158
C -1.967 3.689 4.248
H 2.939 4.380 4.221
H 7.498 -1.414 -3.504
C 5.529 1.486 -9.796
H 4.450 1.335 -9.848
O 7.471 2.319 -11.030
H -1.988 -2.782 -0.571
C -1.193 2.042 2.529
H -0.468 2.328 4.424
O 3.276 4.581 3.338
C 2.588 2.200 5.324
H 3.352 1.232 7.114
H 0.750 -1.714 0.068
H -7.282 2.641 3.586
H 2.868 -1.229 4.687
C -7.349 -1.304 5.031
H 0.865 0.432 0.789
H 5.746 2.180 -8.983
Br -3.248 2.362 4.861
N 1.195 1.401 2.856
H 1.312 -1.374 -9.022
H -10.278 -5.672 6.138
H 2.079 -0.156 -5.927
H -8.468 -5.176 7.864
H -8.469 -1.213 6.829
H 3.879 -0.784 -7.848
H 5.986 0.527 -9.546
H 6.185 -3.603 -1.130
H -7.145 -0.049 6.733
C 5.215 -2.199 -2.380
H 7.494 -2.108 -5.915
H 2.758 2.846 7.384
C -9.537 -4.885 5.994
H 0.434 4.584 0.748
H 0.317 -3.177 -0.783
H 2.159 3.183 5.138
H -8.660 0.251 5.867
C 8.018 -0.072 -11.361
C -8.983 -4.389 7.311
H 8.108 -0.524 -10.374
C 2.555 1.922 6.840
C 6.183 -3.341 -2.185
C 0.214 -1.398 -2.004
H -2.600 -1.210 2.956
C 3.047 -0.319 4.115
C 6.594 -2.219 -5.310
H 2.800 -2.776 -4.772
C -1.371 -2.024 -0.087
H -1.780 6.735 5.772
H 3.009 -2.312 -7.801
C -1.428 -2.234 1.441
H -2.574 4.658 6.004
H -2.210 -0.242 1.547
H -0.100 7.245 2.422
O -11.510 -3.845 9.697
C -7.779 0.543 3.489
H 0.010 -2.542 -4.677
O 5.420 -1.308 -3.369
H 5.725 -2.016 -5.938
O -7.205 -0.725 3.818
H 7.011 -0.239 -11.732
*
```

Here are the Löwdin charges for atoms 1 to 99, given in e: number 1, C, carries -0.7580; number 2, H, carries 0.0732; number 3, H, carries 0.0904; number 4, H, carries 0.0555; number 5, H, carries 0.1068; number 6, C, carries -0.1675; number 7, P, carries 0.7680; number 8, H, carries 0.1244; number 9, Br, carries 0.8569; number 10, C, carries -0.1899; number 11, H, carries 0.1000; number 12, H, carries 0.0365; number 13, H, carries 0.0709; number 14, H, carries 0.0145; number 15, H, carries 0.0448; number 16, H, carries 0.0876; number 17, H, carries 0.0853; number 18, H, carries 0.0877; number 19, O, carries -0.3237; number 20, H, carries 0.0676; number 21, H, carries 0.1253; number 22, C, carries 0.0264; number 23, C, carries -0.2273; number 24, C, carries -0.1858; number 25, H, carries 0.1071; number 26, H, carries 0.0658; number 27, C, carries -0.2349; number 28, C, carries -0.4465; number 29, H, carries 0.0958; number 30, O, carries 0.1044; number 31, C, carries -0.1617; number 32, H, carries 0.0878; number 33, C, carries -0.1228; number 34, H, carries 0.0719; number 35, O, carries 0.1081; number 36, H, carries 0.1075; number 37, H, carries 0.1115; number 38, C, carries -0.2042; number 39, H, carries 0.1150; number 40, P, carries 0.9020; number 41, C, carries -0.5364; number 42, H, carries 0.1041; number 43, O, carries 0.0155; number 44, H, carries 0.1097; number 45, H, carries 0.0839; number 46, H, carries 0.0741; number 47, H, carries 0.0665; number 48, C, carries 0.0128; number 49, C, carries -0.5290; number 50, H, carries 0.0684; number 51, H, carries 0.0443; number 52, C, carries -0.5282; number 53, H, carries 0.0900; number 54, O, carries -0.2298; number 55, H, carries 0.0912; number 56, H, carries 0.1149; number 57, P, carries 1.0036; number 58, H, carries 0.1027; number 59, H, carries 0.0400; number 60, O, carries 0.0872; number 61, H, carries 0.0840; number 62, H, carries 0.1219; number 63, H, carries 0.0640; number 64, C, carries -0.2180; number 65, C, carries -0.2139; number 66, C, carries -0.0826; number 67, H, carries 0.0909; number 68, H, carries 0.0554; number 69, C, carries -0.1446; number 70, C, carries -0.1097; number 71, H, carries 0.0987; number 72, N, carries -0.1158; number 73, H, carries 0.1231; number 74, H, carries 0.1371; number 75, C, carries -0.2216; number 76, H, carries 0.0963; number 77, O, carries -0.0114; number 78, N, carries -0.2561; number 79, H, carries 0.0819; number 80, H, carries 0.1040; number 81, C, carries -0.3330; number 82, C, carries -0.6598; number 83, H, carries 0.0299; number 84, H, carries 0.1121; number 85, C, carries -0.0572; number 86, H, carries 0.0544; number 87, O, carries -0.0025; number 88, H, carries 0.1127; number 89, C, carries -0.0785; number 90, H, carries 0.0927; number 91, O, carries -0.2845; number 92, C, carries -0.4363; number 93, H, carries 0.0768; number 94, H, carries 0.0941; number 95, H, carries 0.0848; number 96, H, carries 0.0389; number 97, C, carries -0.5178; number 98, H, carries 0.1150; number 99, H, carries 0.0873

---

(4)
This record from OMol25 describes a single ClFIPS molecule. The level of theory is ωB97M-V/def2-TZVPD.

## Properties
Lowest unoccupied orbital energy: -1.856 eV
Structure (SMILES): FP(Cl)SI

```
! RIJCOSX wB97M-V def2-TZVPD def2/J DEFGRID3
* xyz 0 1
P -0.653 -0.968 0.469
I 2.861 0.841 -1.390
Cl -2.121 -0.707 -0.942
F -1.082 0.290 1.729
S 0.995 0.543 0.134
*
```

Table of natural (NBO) atomic charges, one value per atom, all in e: number 1, P, carries 1.0838; number 2, I, carries 0.1271; number 3, Cl, carries -0.2697; number 4, F, carries -0.5818; number 5, S, carries -0.3594

---

(5)
This record from OMol25 describes a single C7H8N2O2S molecule. The level of theory is ωB97M-V/def2-TZVPD.

## Properties
Lowest unoccupied orbital energy: 0.505 eV
Structure (SMILES): CN/C(=N\O)O[C@@]12C=CSC1=C2

```
! RIJCOSX wB97M-V def2-TZVPD def2/J DEFGRID3
* xyz 0 1
C -0.030 0.584 -1.098
H 0.917 1.160 -2.771
O -1.041 2.139 -2.382
H 0.007 -2.519 1.474
C -2.031 0.163 1.213
S -0.505 0.437 3.619
C -0.098 -1.233 3.165
O 0.187 -0.241 -0.058
H 1.856 -1.385 -1.791
C 2.131 -0.330 -1.848
H 0.206 -1.885 3.965
C -0.263 -1.561 1.881
H 2.656 -0.067 -0.922
H 2.798 -0.181 -2.693
C -0.688 -0.424 1.029
N -1.047 1.359 -1.188
H -1.904 2.571 -2.357
C -1.125 0.653 2.042
N 0.952 0.480 -2.031
H -2.979 0.279 0.749
*
```

Table of natural (NBO) atomic charges, one value per atom, all in e: number 1, C, carries 0.6597; number 2, H, carries 0.4159; number 3, O, carries -0.6073; number 4, H, carries 0.2285; number 5, C, carries -0.0995; number 6, S, carries 0.3686; number 7, C, carries -0.3453; number 8, O, carries -0.4957; number 9, H, carries 0.1973; number 10, C, carries -0.4014; number 11, H, carries 0.2325; number 12, C, carries -0.2546; number 13, H, carries 0.1961; number 14, H, carries 0.2064; number 15, C, carries 0.1649; number 16, N, carries -0.3213; number 17, H, carries 0.4809; number 18, C, carries -0.2314; number 19, N, carries -0.6298; number 20, H, carries 0.2355

---

Number 1: DFT total energy -7895.926 eV, HOMO level -8.26 eV. Number 2: DFT total energy -37323.524 eV, HOMO level -10.01 eV. Number 3: DFT total energy -238773.240 eV, HOMO level -11.03 eV. Number 4: DFT total energy -43465.041 eV, HOMO level -9.30 eV. Number 5: DFT total energy -25293.650 eV, HOMO level -8.13 eV.